A:
Entry from the OMol25 dataset: one molecule with the formula C5H9P (wB97M-V/def2-TZVPD).

- E_LUMO (eV) = 0.92
- structure (SMILES) = C=C1CP1CC
- gap between HOMO and LUMO (Eh) = 0.334

Each line ends with the Löwdin charge.
CARTESIAN COORDINATES (ANGSTROEM)
C1 1.65 -0.02 0.23  -0.37
C2 2.49 -1.02 0.42  -0.04
C3 1.02 0.79 -1.32  -0.26
C4 -1.59 -0.05 0.11  -0.17
C5 -0.95 1.16 0.82  -0.49
P1 0.75 1.56 0.35  0.88
H1 2.66 -1.38 1.43  0.06
H2 2.59 -1.72 -0.27  0.00
H3 1.84 1.27 -2.03  0.08
H4 0.33 0.26 -1.85  -0.03
H5 -2.67 -0.18 0.63  0.12
H6 -1.92 0.18 -0.89  0.04
H7 -0.80 -0.85 0.16  0.07
H8 -1.17 1.06 1.88  0.07
H9 -1.45 2.04 0.45  0.05

---

B:
Entry from the OMol25 dataset: one molecule with the formula C5H9P (wB97M-V/def2-TZVPD).

- E_LUMO (alpha / beta) (eV) = -0.44 / -0.26
- gap between HOMO and LUMO (alpha / beta) (Eh) = 0.300 / 0.275

Each line ends with the Löwdin charge.
CARTESIAN COORDINATES (ANGSTROEM)
C1 0.20 -2.24 -0.38  0.13
C2 0.63 -1.07 -0.08  -0.44
C3 -2.08 1.21 -0.54  -0.39
C4 -0.26 -0.22 0.92  -0.37
C5 2.02 -0.52 -0.47  -0.05
P1 -0.95 1.53 0.65  0.76
H1 -0.88 -2.62 -0.33  0.07
H2 -2.44 2.03 -1.30  0.04
H3 -2.93 0.70 0.06  0.02
H4 -1.17 -0.74 1.18  0.04
H5 0.38 -0.16 1.82  0.06
H6 2.62 -1.32 -0.83  0.06
H7 2.40 -0.31 0.55  0.09
H8 1.94 0.17 -1.21  0.04
H9 -0.07 2.36 -0.14  -0.06

---

C:
Entry from the OMol25 dataset: one molecule with the formula C5H9P (wB97M-V/def2-TZVPD).

- E_LUMO (eV) = 0.47
- structure (SMILES) = CC(C)C1=PC1
- gap between HOMO and LUMO (Eh) = 0.321

Each line ends with the Löwdin charge.
CARTESIAN COORDINATES (ANGSTROEM)
C1 -0.50 -1.38 0.37  -0.54
C2 -1.99 -1.42 0.35  -0.48
C3 0.59 0.10 -1.25  -0.07
C4 0.64 0.73 1.04  -0.09
C5 0.64 -0.47 0.14  -0.46
P1 -1.08 -2.97 0.70  0.92
H1 -2.22 -0.82 1.22  0.03
H2 -2.53 -1.11 -0.60  0.08
H3 -0.40 0.65 -1.31  0.12
H4 0.74 -0.59 -2.03  0.07
H5 1.38 0.75 -1.28  0.05
H6 0.25 1.76 0.67  0.12
H7 1.65 0.84 1.38  0.07
H8 0.23 0.59 2.00  0.06
H9 1.52 -1.04 0.40  0.13

---

Q: What are the energies relative to the best structure? A: A 0.0372; B 0.1166; C 0.0000, in hartree.

---

A:
Entry from the OMol25 dataset: a 2-piece molecular cluster, C5H9P overall (wB97M-V/def2-TZVPD).

- E_LUMO (eV) = 0.47
- gap between HOMO and LUMO (Eh) = 0.347

Each line ends with the Löwdin charge.
CARTESIAN COORDINATES (ANGSTROEM)
C1 -0.81 -0.23 0.59  -0.57
C2 -1.93 0.10 1.18  0.00
C3 0.56 0.22 0.30  -0.50
C4 1.51 0.74 1.34  -0.14
C5 0.04 -1.36 -1.95  -0.37
P1 0.11 -1.55 -0.11  0.93
H1 -2.75 -0.67 1.28  0.07
H2 -2.19 1.00 1.81  0.07
H3 1.07 0.99 -0.87  0.22
H4 1.21 1.71 1.64  0.06
H5 2.39 0.79 0.73  0.06
H6 1.54 0.08 2.17  0.06
H7 -0.82 -2.04 -2.34  0.04
H8 1.02 -1.86 -2.42  0.07
H9 -0.18 -0.37 -2.33  0.00

---

B:
Entry from the OMol25 dataset: one molecule with the formula C5H9P (wB97M-V/def2-TZVPD).

- E_LUMO (alpha / beta) (eV) = -2.28 / -2.43
- gap between HOMO and LUMO (alpha / beta) (Eh) = 0.195 / 0.179

Each line ends with the Löwdin charge.
CARTESIAN COORDINATES (ANGSTROEM)
C1 1.17 -1.18 -1.10  -0.21
C2 -0.95 -0.86 1.49  -0.34
C3 0.69 -0.13 1.61  -0.09
C4 -1.62 -0.41 0.10  -0.04
C5 0.39 1.53 -1.19  -0.22
P1 0.32 -0.03 -0.19  0.67
H1 1.08 -1.19 -2.17  -0.01
H2 1.50 -2.08 -0.61  -0.01
H3 -0.74 -1.93 1.47  0.06
H4 -1.52 -0.61 2.38  0.06
H5 0.60 0.85 2.09  0.00
H6 -2.17 0.53 0.25  0.02
H7 -0.48 2.16 -0.98  0.03
H8 1.29 2.07 -0.90  0.04
H9 0.43 1.29 -2.25  0.04

---

Q: What are the energies relative to the best structure? A: A 0.0000; B 0.1697, in hartree.

---

A:
Entry from the OMol25 dataset: a 2-piece molecular cluster, C2H10N4 overall (wB97M-V/def2-TZVPD).

- E_LUMO (eV) = 0.94
- structure (SMILES) = [H]/N=N/N.CNC
- gap between HOMO and LUMO (Eh) = 0.333

Each line ends with the Löwdin charge.
CARTESIAN COORDINATES (ANGSTROEM)
C1 -1.77 0.17 -0.99  -0.19
C2 -0.76 -0.80 1.00  -0.17
N1 2.29 1.01 0.48  0.03
N2 1.65 -0.68 -0.62  -0.02
N3 -1.22 0.46 0.30  -0.22
N4 1.46 0.57 -0.38  -0.25
H1 -2.60 -0.52 -0.87  0.07
H2 -2.15 1.01 -1.49  0.05
H3 -1.02 -0.45 -1.56  0.07
H4 -0.19 -0.57 1.91  0.07
H5 -1.60 -1.22 1.39  0.02
H6 -0.21 -1.55 0.39  0.06
H7 3.04 0.38 0.78  0.11
H8 1.88 1.74 1.04  0.10
H9 -0.32 1.32 0.32  0.17
H10 1.52 -0.86 -1.71  0.09

---

B:
Entry from the OMol25 dataset: a 2-piece molecular cluster, C2H10N4 overall (wB97M-V/def2-TZVPD).

- E_LUMO (eV) = 1.00
- structure (SMILES) = [H]/N=C/N.NCN
- gap between HOMO and LUMO (Eh) = 0.366

Each line ends with the Löwdin charge.
CARTESIAN COORDINATES (ANGSTROEM)
N1 -2.24 2.69 -3.34  0.00
C1 -1.00 2.99 -2.65  -0.44
N2 -0.08 3.72 -3.33  0.03
H1 -2.64 1.94 -2.85  0.04
H2 -2.80 3.45 -3.12  0.02
H3 -1.34 3.23 -1.60  0.13
H4 -0.58 1.98 -2.50  0.10
H5 0.16 4.62 -3.11  0.03
H6 0.07 3.56 -4.30  0.08
N3 1.25 -2.99 4.12  0.04
C2 1.73 -4.30 3.77  -0.31
N4 0.84 -5.30 3.82  0.03
H7 2.07 -2.33 4.00  0.10
H8 0.44 -2.74 3.71  0.02
H9 2.86 -4.31 3.78  0.11
H10 1.25 -6.20 3.59  0.01

---

C:
Entry from the OMol25 dataset: one molecule with the formula C2H10N4 (wB97M-V/def2-TZVPD).

- E_LUMO (eV) = 1.20
- structure (SMILES) = CCN(N)NN
- gap between HOMO and LUMO (Eh) = 0.339

Each line ends with the Löwdin charge.
CARTESIAN COORDINATES (ANGSTROEM)
C1 -2.03 0.51 -0.43  -0.10
C2 -0.54 0.42 -1.03  -0.24
N1 0.74 -0.94 2.04  -0.05
N2 1.73 0.66 -0.62  -0.04
N3 0.49 -0.95 0.70  -0.17
N4 0.52 0.36 0.02  -0.27
H1 -2.28 -0.51 0.03  0.06
H2 -2.21 1.25 0.38  0.05
H3 -2.85 0.59 -1.26  0.09
H4 -0.55 -0.51 -1.68  0.11
H5 -0.25 1.29 -1.54  0.07
H6 1.67 -0.63 2.29  0.05
H7 0.10 -0.41 2.65  0.09
H8 1.82 0.43 -1.71  0.11
H9 2.50 0.13 -0.09  0.09
H10 1.14 -1.69 0.23  0.15

---

Q: What are the energies relative to the best structure? A: A 0.0939; B 0.0000; C 0.0725, in hartree.

---

A:
Entry from the OMol25 dataset: a 2-piece molecular cluster, C5H10S2 overall (wB97M-V/def2-TZVPD).

- E_LUMO (eV) = -0.03
- gap between HOMO and LUMO (Eh) = 0.335

Each line ends with the Löwdin charge.
CARTESIAN COORDINATES (ANGSTROEM)
C1 -1.14 0.36 -0.72  -0.03
C2 -0.42 -0.79 -0.77  -0.24
C3 0.69 -1.57 1.22  -0.12
C4 -0.37 -1.86 0.20  -0.29
C5 1.59 2.75 0.15  -0.99
S1 2.09 1.68 -1.06  0.66
S2 0.34 3.89 0.01  0.66
H1 -1.07 1.16 -1.44  0.00
H2 -1.85 0.82 0.15  0.12
H3 1.44 -0.89 0.95  0.03
H4 1.10 -2.46 1.63  0.05
H5 0.31 -1.00 2.21  0.13
H6 -1.40 -1.97 0.67  0.13
H7 -0.19 -2.90 -0.14  0.11
H8 0.21 -0.90 -1.56  0.06
H9 1.13 1.71 -2.02  -0.14
H10 -0.29 3.66 -1.15  -0.16

---

B:
Entry from the OMol25 dataset: one molecule with the formula C5H10S2 (wB97M-V/def2-TZVPD).

- E_LUMO (eV) = 0.64
- gap between HOMO and LUMO (Eh) = 0.331

Each line ends with the Löwdin charge.
CARTESIAN COORDINATES (ANGSTROEM)
C1 -0.47 -1.51 -1.22  -0.49
C2 0.12 -0.77 -0.03  -0.23
C3 0.48 0.83 -1.38  -0.88
C4 -0.19 0.70 1.98  -0.10
C5 -0.75 -0.43 1.13  -0.27
S1 0.11 -0.48 -2.61  0.76
S2 2.14 1.40 -1.16  0.65
H1 -0.11 -2.53 -1.32  0.07
H2 -1.56 -1.50 -1.21  0.07
H3 1.14 -1.03 0.20  0.11
H4 -0.29 1.59 -1.30  0.02
H5 0.84 0.50 2.26  0.08
H6 -0.79 0.82 2.88  0.07
H7 -0.22 1.64 1.43  0.07
H8 -1.76 -0.18 0.79  0.12
H9 -0.83 -1.34 1.74  0.12
H10 2.16 2.27 -2.18  -0.15

---

Q: What are the energies relative to the best structure? A: A 0.0728; B 0.0000, in hartree.